1.
59
Properties=species:S:1:pos:R:3:forces:R:3 method="wB97M-V/def2-TZVPD" total_charge=+2 spin_multiplicity=2 orbital_gap_ev="6.73 / 5.78" lumo_energy_ev="-6.88 / -7.94"
Ti 0.20549 0.25508 -0.37793 0.6 -1.2 -0.7
Se 1.34709 -0.01202 -2.67513 0.0 -0.5 0.0
Se 1.13969 -2.41532 -0.71203 0.2 0.5 -0.5
C -0.73041 -2.36532 -0.83063 -0.5 -0.3 -0.2
C -1.53261 -3.50682 -0.92243 0.4 0.3 0.0
C -2.89691 -3.35932 -1.04793 -0.1 0.4 0.0
C -3.43471 -2.07192 -1.05643 0.3 -0.2 0.0
C -2.58941 -0.99172 -0.93543 -0.4 0.4 -0.2
N -1.25471 -1.11812 -0.82233 -0.7 -1.1 -0.3
C 2.72969 0.45598 -1.46393 0.5 0.1 0.1
C 4.04829 0.76548 -1.78143 -0.3 -0.1 0.0
C 4.92819 1.03488 -0.74763 -0.2 0.0 0.2
C 4.47319 0.99198 0.56847 -0.1 0.0 -0.2
C 3.14269 0.69558 0.79997 0.0 0.0 0.4
N 2.29499 0.43178 -0.19463 0.7 0.0 -0.5
H -1.06371 -4.47842 -0.90103 0.1 -0.1 -0.1
H -3.54051 -4.21872 -1.14863 0.0 -0.1 0.0
H -4.49521 -1.91282 -1.14913 -0.1 0.1 0.0
H -2.98491 0.01738 -0.94703 0.1 -0.2 0.0
H 4.37389 0.78168 -2.80883 0.0 0.0 -0.1
H 5.96049 1.27128 -0.96103 0.0 0.0 0.0
H 5.14329 1.18728 1.39107 0.0 0.0 0.1
H 2.73099 0.65488 1.80437 0.0 0.1 -0.1
C -2.00671 0.99858 -4.20763 0.1 0.1 0.3
C -1.75601 2.14718 -3.25313 0.1 0.1 -0.6
O -1.50081 1.61098 -1.92463 0.0 0.6 1.4
P -1.03671 2.55118 -0.65703 -1.7 0.7 -0.7
O 0.42049 2.07118 -0.50323 0.8 0.9 0.1
Te -2.21241 1.94008 1.29307 0.1 0.2 -0.8
O -1.00141 4.02158 -1.18293 0.3 -0.7 0.1
C -1.91411 5.05108 -0.73893 -0.5 0.8 0.3
C -1.16841 6.13158 0.01577 0.0 -0.3 -0.2
H -2.09631 1.39718 -5.21453 0.0 0.0 -0.1
H -2.92211 0.46678 -3.95673 -0.1 0.0 0.0
H -1.17371 0.29358 -4.19243 0.0 0.0 -0.1
H -2.63051 2.80278 -3.20563 0.2 0.0 0.1
H -0.88411 2.73138 -3.55963 -0.1 0.0 0.0
H -2.68581 4.59158 -0.10883 0.1 0.1 -0.2
H -2.38021 5.45378 -1.64133 0.1 -0.2 0.1
H -0.71851 5.73698 0.92537 0.0 0.0 0.1
H -1.86901 6.92008 0.27787 0.0 0.1 0.1
H -0.38531 6.55748 -0.60613 0.0 0.1 0.0
C 0.23249 -0.15112 3.96647 -0.2 0.1 -0.2
S -0.53301 -0.98752 2.55627 1.1 -0.5 0.3
O 0.17979 -0.30752 1.34487 0.2 -0.2 2.0
C 0.30629 -2.57432 2.61547 -0.5 0.2 0.1
C 1.69089 -2.66562 2.64747 0.1 0.1 0.1
C 2.28279 -3.91692 2.64477 -0.1 0.2 0.0
C 1.49589 -5.05912 2.60097 -0.2 0.0 0.0
C 0.11279 -4.95822 2.56977 0.0 0.0 0.0
C -0.49121 -3.71052 2.57277 -0.1 0.2 0.0
H 1.31749 -0.20892 3.92387 0.0 -0.1 -0.2
H -0.12541 -0.63782 4.87067 -0.1 -0.2 0.0
H -0.10241 0.88518 3.96367 0.0 0.0 -0.1
H 2.30859 -1.77952 2.67137 0.0 0.1 0.0
H 3.35659 -4.00022 2.69357 0.1 0.0 0.0
H 1.96229 -6.03152 2.59877 0.1 -0.1 0.0
H -0.49861 -5.84752 2.55577 0.0 -0.1 0.0
H -1.56821 -3.61672 2.56367 -0.1 0.0 0.0


2.
54
Properties=species:S:1:pos:R:3:forces:R:3 method="wB97M-V/def2-TZVPD" e_above_lowest_kcal_mol=7.5 spin_multiplicity=1 orbital_gap_ev=9.48 lumo_energy_ev=0.47
C 0.93749 4.00463 0.14725 -0.3 -0.3 -0.1
C -0.52510 3.68004 -0.11678 0.1 0.6 0.3
O -0.69353 2.28463 -0.38899 -0.1 -0.1 -0.3
C -0.79074 1.47551 0.65733 -0.2 -0.3 0.2
O -0.88419 1.85494 1.79667 0.2 0.2 0.1
C -0.70725 -0.01129 0.29991 0.1 0.0 0.0
C -1.62992 -0.81476 1.25126 0.0 0.2 0.0
C -2.96299 -1.20073 0.66724 -0.1 -0.2 0.1
C -3.14488 -2.51776 0.25786 0.0 0.0 0.0
C -4.33979 -2.95273 -0.28356 0.0 -0.1 -0.1
C -5.38779 -2.06089 -0.41982 0.0 -0.1 0.0
C -5.22337 -0.75155 -0.00903 0.0 0.0 0.0
C -4.02517 -0.30154 0.53393 -0.1 -0.1 0.0
C -3.90932 1.13439 0.94233 0.0 0.0 0.0
C -0.97897 -0.36094 -1.17065 0.2 0.3 -0.1
C 0.07360 0.15942 -2.15263 0.1 -0.1 0.1
C 1.48510 -0.16401 -1.66948 0.0 0.0 -0.7
N 1.62756 0.30107 -0.31462 0.8 0.6 0.3
S 3.08169 0.89421 0.18540 -0.1 -0.3 -0.1
O 3.59508 1.71575 -0.87047 0.1 -0.3 -0.1
O 2.89933 1.45274 1.48889 -0.1 -0.3 0.2
C 4.11672 -0.56412 0.31745 -0.2 0.5 -0.1
C 4.92939 -0.93315 -0.73912 0.1 0.0 -0.1
C 5.65521 -2.10915 -0.62811 -0.1 0.1 0.1
C 5.51443 -2.85545 0.53468 0.2 0.0 -0.3
N 4.73676 -2.49868 1.54356 -0.1 -0.2 0.4
C 4.05414 -1.37251 1.44017 -0.2 0.2 0.1
C 0.76494 -0.35699 0.62433 -0.2 -0.2 0.6
H 1.05156 5.07344 0.30478 0.0 0.1 0.0
H 1.28670 3.47541 1.03085 0.0 0.0 0.1
H 1.55577 3.69684 -0.69290 0.1 0.0 -0.1
H -1.14098 3.94859 0.74777 0.0 0.0 -0.2
H -0.89309 4.18972 -1.01040 0.0 -0.1 0.1
H -1.76580 -0.22143 2.15786 0.1 -0.1 0.0
H -1.11156 -1.73272 1.53658 0.0 0.0 0.0
H -2.33105 -3.22084 0.37260 0.1 -0.1 0.0
H -4.45235 -3.98127 -0.59281 0.0 -0.1 0.0
H -6.32955 -2.38343 -0.83840 -0.1 0.0 0.0
H -6.04539 -0.05684 -0.10955 -0.1 0.1 0.0
H -3.40762 1.23993 1.90121 0.0 0.1 0.1
H -4.89435 1.59057 1.01071 0.0 0.1 0.0
H -3.33057 1.69038 0.20452 0.0 0.2 0.0
H -1.01403 -1.45163 -1.23925 -0.1 0.0 0.0
H -1.95943 0.01782 -1.46196 -0.1 -0.1 0.0
H -0.09054 -0.29682 -3.13043 0.0 0.0 0.0
H -0.01894 1.23806 -2.25409 0.0 -0.1 -0.1
H 1.67137 -1.24956 -1.72275 0.0 0.1 0.0
H 2.23072 0.35802 -2.26912 -0.1 -0.1 -0.1
H 4.98816 -0.29438 -1.60707 0.1 0.0 -0.1
H 6.31011 -2.43769 -1.41960 0.1 0.0 -0.1
H 6.05125 -3.78470 0.67118 0.1 -0.1 -0.1
H 3.44124 -1.09089 2.28459 -0.1 0.1 0.1
H 0.90592 -1.44916 0.57905 -0.1 0.1 0.0
H 1.02403 0.00153 1.62162 -0.2 -0.2 0.1